No. 1
{"formula": "C10H12NO", "method": "ωB97M-V with the def2-TZVPD basis set", "symbols": ["C", "C", "C", "C", "C", "C", "C", "C", "C", "C", "N", "O", "H", "H", "H", "H", "H", "H", "H", "H", "H", "H", "H", "H"], "positions_angstrom": [[0.5705, -2.6133, -0.1839], [1.8986, -2.3070, 0.0375], [-0.3820, -1.6017, -0.2033], [2.3156, -0.9968, 0.2185], [0.0313, -0.2464, -0.3188], [1.4469, 0.0687, -0.1074], [-0.9902, 0.7344, -0.8428], [-4.1814, -0.0007, 0.3974], [1.8477, 1.4022, 0.0049], [-2.1344, 0.8456, 0.1902], [3.0609, 1.9289, 0.0150], [-3.1256, 0.2170, -0.2606], [0.3051, -3.6854, -0.1598], [2.5551, -3.1736, -0.0533], [-1.4061, -2.0662, -0.1147], [3.4104, -0.8570, 0.2301], [-0.4968, 1.6376, -1.2834], [-1.5233, 0.1367, -1.6162], [-4.9423, -0.5433, -0.2724], [-4.2281, 0.2348, 1.4284], [1.0249, 2.1404, -0.1228], [-2.0435, 1.1989, 1.2077], [3.0804, 2.9392, 0.0141], [4.0124, 1.5017, -0.1416]], "forces_ev_per_a": [[-0.626, 0.146, 1.141], [0.957, 0.041, -0.358], [-0.126, -1.168, 0.182], [1.183, -1.217, -1.861], [0.576, -0.495, -0.109], [-1.571, -1.411, 1.102], [-0.470, -0.470, 0.824], [-3.974, -2.403, -1.620], [-0.057, 1.013, -1.570], [4.797, 1.852, -1.029], [0.516, -0.062, -0.148], [-1.015, -0.390, -0.794], [-0.160, 0.810, -0.334], [0.407, 0.618, 0.579], [0.692, 1.675, -0.644], [-0.664, 0.236, 0.591], [-0.803, -0.508, 0.405], [0.697, 0.949, -0.090], [1.001, 1.004, 1.811], [-0.272, 0.194, 0.748], [0.852, -0.325, 0.582], [-0.239, -0.105, 0.029], [0.182, -0.025, 0.077], [-1.882, 0.040, 0.486]], "lowdin_charge": [-0.0434, -0.0657, -0.0031, -0.0035, -0.1106, -0.1598, -0.0969, -0.0107, -0.0311, -0.1631, 0.1878, -0.0822, 0.1342, 0.1227, 0.1498, 0.1254, 0.1179, 0.1421, 0.1237, 0.0789, 0.1494, 0.1330, 0.1312, 0.1739], "e_lumo_ev": [-5.0, -5.0], "de_lowest_kcal_mol": 102.0, "homo_lumo_gap_ev": [5.2, 5.4], "charge": 1, "max_force_ev_per_a": 5.2, "spin_multiplicity": 1, "total_energy_ev": -14090.671}

---

No. 2
{"formula": "C10H12OSe", "method": "ωB97M-V with the def2-TZVPD basis set", "symbols": ["C", "C", "C", "C", "C", "C", "C", "C", "C", "C", "O", "Se", "H", "H", "H", "H", "H", "H", "H", "H", "H", "H", "H", "H"], "positions_angstrom": [[0.5419, 1.9809, 2.5755], [-0.6029, 1.2030, 2.7073], [1.5335, 1.6116, 1.6873], [-0.7089, -0.0257, 2.0879], [1.4922, 0.3499, 1.1016], [0.4093, -0.4025, 1.3227], [-0.9180, -0.4291, -1.3888], [-2.2865, -1.0510, -1.6357], [1.4646, -0.2925, -2.1947], [0.2489, -1.2137, -1.9035], [-0.7291, 0.6635, -0.8602], [0.2233, -2.1292, 0.5817], [0.4853, 2.8194, 3.1264], [-1.2868, 1.5340, 3.3778], [2.2327, 2.3289, 1.4936], [-1.4923, -0.7728, 2.1120], [2.0649, 0.0684, 0.2922], [-2.3165, -1.8679, -0.9673], [-3.2073, -0.4346, -1.5525], [-2.3831, -1.4688, -2.6473], [2.3535, -0.8001, -2.1107], [1.3497, -0.0379, -3.2695], [1.2707, 0.5470, -1.5279], [0.2607, -2.1806, -2.4081]], "forces_ev_per_a": [[-0.930, -3.072, -1.882], [1.601, -1.477, -0.864], [-1.445, -1.122, 0.865], [1.401, 0.165, -0.425], [-0.139, 2.458, 0.561], [-2.619, -2.283, 0.732], [-0.570, 0.496, -0.848], [-0.544, 0.706, -0.956], [-3.667, -0.343, -0.342], [1.447, 0.577, 2.163], [-0.570, -0.817, -0.757], [0.725, 0.256, -2.365], [0.590, 3.156, 1.472], [-2.358, 0.884, 1.742], [2.238, 1.408, -0.685], [-0.390, 0.598, 0.398], [1.958, -0.500, -1.013], [-0.475, -1.028, 0.795], [1.027, 0.075, 0.533], [0.504, 0.008, 0.120], [2.197, -0.968, 0.534], [0.023, 0.291, 0.521], [0.735, 0.241, -0.452], [-0.737, 0.291, 0.154]], "lowdin_charge": [-0.0536, -0.0610, -0.0335, -0.1089, -0.1286, -0.6622, -0.5706, -0.0302, -0.0742, -0.1229, 0.0198, 0.9416, 0.0688, 0.0719, 0.0785, 0.0841, 0.0651, 0.0362, 0.0964, 0.0820, 0.0444, 0.1030, 0.0601, 0.0938], "e_lumo_ev": [-1.0, -1.0], "de_lowest_kcal_mol": 16.5, "homo_lumo_gap_ev": [7.2, 7.2], "max_force_ev_per_a": 3.7, "spin_multiplicity": 1, "total_energy_ev": -77955.367}

---

No. 3
{"formula": "C10H13AgB", "method": "ωB97M-V with the def2-TZVPD basis set", "symbols": ["C", "C", "B", "C", "C", "C", "C", "C", "C", "C", "C", "H", "H", "H", "H", "H", "H", "H", "H", "H", "H", "H", "H", "H", "Ag"], "positions_angstrom": [[-2.7191, 1.1701, -1.6848], [-3.0664, 1.6500, -0.3632], [-2.8708, 0.8562, 1.0389], [-1.9453, -0.4533, 1.2768], [-0.4837, -0.3821, 0.6327], [0.3885, -1.6876, 0.7042], [1.8256, -1.7598, 0.1379], [2.5015, -0.5263, -0.5380], [3.9921, -0.5469, -1.1147], [1.6122, 0.7698, -0.6085], [0.1744, 0.8542, -0.0251], [-1.6714, 1.4198, -2.1031], [-3.4044, 0.5734, -2.3850], [-3.4907, 2.7268, -0.2942], [-3.5018, 1.2550, 1.9700], [-1.7881, -0.5513, 2.4308], [-2.4317, -1.4430, 0.9479], [-0.0535, -2.6040, 1.2120], [2.3800, -2.7594, 0.2744], [4.6819, -1.0612, -0.3555], [4.0254, -1.0750, -2.1258], [4.3517, 0.5483, -1.1677], [2.1178, 1.6606, -1.1323], [-0.3818, 1.8430, -0.0904], [-0.2423, -0.4771, 3.3628]], "forces_ev_per_a": [[0.433, 0.735, 0.601], [0.007, -0.185, -1.186], [-0.005, -0.807, 0.019], [1.136, 0.171, -0.552], [3.699, -0.648, -1.166], [1.504, 2.766, -1.110], [-1.650, 2.525, 0.170], [-3.586, 0.165, 1.281], [-0.742, 0.576, 1.023], [-0.498, -2.756, 1.120], [1.851, -2.779, -0.098], [-1.555, -0.370, 0.520], [0.816, 0.656, 1.158], [0.611, -1.515, -0.199], [0.098, 0.249, -0.409], [-1.605, 0.001, -1.651], [0.498, 1.455, 0.527], [0.600, 1.178, -0.911], [-0.877, 1.840, -0.373], [-1.097, 0.539, -1.234], [0.002, 0.812, 1.423], [-0.578, -1.821, -0.252], [-1.170, -1.347, 1.060], [0.886, -1.362, 0.176], [1.221, -0.077, 0.065]], "lowdin_charge": [0.3284, 0.0342, -0.0463, -0.1624, -0.2627, -0.0546, 0.0120, -0.1634, -0.0621, 0.0142, -0.0506, 0.1443, 0.1620, 0.1866, 0.0869, 0.0371, 0.1507, 0.1018, 0.1258, 0.1005, 0.1039, 0.0966, 0.1184, 0.0915, 0.9070], "e_lumo_ev": [-10.6, -10.6], "homo_lumo_gap_ev": [4.7, 4.7], "charge": 2, "max_force_ev_per_a": 3.9, "spin_multiplicity": 2, "total_energy_ev": -15229.826}

---

No. 4
{"formula": "C10H13BBr2F5NO4", "method": "ωB97M-V with the def2-TZVPD basis set", "symbols": ["F", "C", "F", "Br", "C", "F", "Br", "C", "C", "C", "C", "C", "N", "C", "H", "H", "H", "H", "H", "H", "H", "H", "H", "H", "H", "H", "H", "B", "O", "C", "O", "C", "O", "O", "F", "F"], "positions_angstrom": [[-4.3363, 2.0112, -1.0429], [-3.4287, 1.1747, -0.4440], [-3.7087, 1.1971, 0.8828], [-3.7675, -0.5911, -1.2612], [-1.9534, 1.6904, -0.8068], [-2.1146, 2.7928, -1.6768], [-1.0347, 0.2926, -1.8231], [-1.1421, 2.2041, 0.4186], [-0.6721, 1.0797, 1.4106], [0.8806, 0.9423, 1.5951], [1.6695, -0.0484, 0.6024], [2.2887, 0.8999, -0.4551], [2.5651, 2.2525, 0.1840], [1.7954, 2.2073, 1.4792], [-0.3304, 2.8451, 0.0118], [-1.8296, 2.8887, 0.9740], [-1.0898, 1.3289, 2.4161], [-1.0620, 0.0644, 1.1626], [0.9884, 0.5684, 2.6387], [2.4326, -0.5426, 1.2391], [0.8664, -0.7434, 0.2798], [3.0659, 0.5247, -1.1505], [1.4474, 1.1652, -1.1435], [2.1422, 2.9567, -0.4330], [3.5553, 2.5053, 0.2689], [1.4352, 3.2026, 1.8214], [2.6017, 1.9884, 2.2220], [-0.3749, -5.0658, -1.6929], [0.2773, -5.0207, -0.3577], [0.3469, -3.7614, 0.0123], [0.8220, -3.3634, 1.0497], [-0.2539, -2.9002, -1.0553], [-0.3426, -1.6812, -1.0164], [-0.6712, -3.6423, -2.0392], [-1.5630, -5.8026, -1.6298], [0.4945, -5.6200, -2.6409]], "forces_ev_per_a": [[0.777, -0.462, 0.779], [-0.726, 0.146, -1.336], [0.575, -0.188, -0.807], [-1.127, 0.277, 1.142], [0.247, 0.800, -0.902], [-0.058, -0.561, 0.982], [-0.272, 3.988, 0.001], [-0.900, -0.476, 0.019], [0.440, 0.481, 0.076], [0.520, 0.026, -0.600], [-0.410, 1.168, 1.763], [-1.973, -0.863, -1.660], [-0.894, 0.032, -0.614], [1.020, 0.001, 2.942], [-0.354, -0.547, 0.212], [0.529, -0.387, -0.513], [0.297, -0.196, -0.772], [0.189, 0.803, -0.058], [0.206, 0.203, -0.804], [-0.390, -0.009, -0.720], [1.186, 0.109, -0.550], [0.045, 0.343, 1.018], [0.543, -0.451, 0.404], [0.301, -0.193, 0.179], [-0.334, -0.301, 0.349], [-0.110, -0.591, -0.861], [-0.531, 0.200, -0.476], [-0.357, -2.058, -1.030], [-0.069, 0.915, -0.034], [0.725, -1.344, 1.467], [-0.104, 0.415, -0.249], [-0.752, 0.498, -1.295], [1.290, -3.353, 0.864], [0.286, 0.591, 0.580], [0.498, 0.525, 0.049], [-0.313, 0.457, 0.454]], "lowdin_charge": [0.0114, -0.8175, 0.0501, 0.7705, -0.6926, -0.0603, 0.9759, -0.1525, -0.1338, -0.2440, -0.0947, -0.1038, 0.0585, -0.1026, 0.1058, 0.1306, 0.1223, 0.1232, 0.1447, 0.1273, 0.0780, 0.1422, 0.0758, 0.1706, 0.1818, 0.1418, 0.1372, -1.0165, 0.2403, -0.4084, 0.1232, -0.3785, -0.2369, 0.2519, 0.1409, 0.1379], "e_lumo_ev": -1.3, "homo_lumo_gap_ev": 7.8, "max_force_ev_per_a": 4.0, "spin_multiplicity": 1, "total_energy_ev": -174612.095}